Entry 1:
The following is a quantum chemistry calculation of a 2-piece molecular cluster, C8H16NO5P overall in a non-equilibrium geometry, from the Open Molecules 2025 dataset.

ORCA input file:
```
! wB97M-V def2-TZVPD RIJCOSX def2/J DEFGRID3
* xyz 0 1
C 0.54231 -0.11631 -3.66762
C 1.32706 -1.22798 -3.05717
C 0.05061 -1.42193 -3.05163
C 0.20944 -2.77392 1.27415
C -2.59358 1.18266 -0.02570
C -0.26726 -1.55750 2.19020
C -2.15638 1.65990 1.34625
C 1.21497 1.43703 -0.09001
N 2.50364 1.44246 -0.25851
O 3.10425 1.84849 -1.21553
O 3.23862 1.19026 0.84903
O 1.32528 1.06709 2.64831
O -0.39676 -0.37273 1.38780
O -0.74238 2.05476 1.39793
P 0.44386 1.00957 1.49969
H 0.33058 0.94906 -3.19584
H 0.50318 -0.05925 -4.71041
H 2.41956 -1.61845 -2.92703
H 2.72646 1.35243 1.65784
H -0.70737 -2.15991 -2.78629
H -0.56377 -2.93936 0.44606
H 1.10121 -2.66779 0.64875
H 0.18389 -3.70265 1.84149
H -2.69960 1.94067 -0.65490
H -2.11990 0.30964 -0.34732
H -3.67258 1.00640 0.25007
H 0.40028 -1.41549 3.11624
H -1.31245 -1.80839 2.45034
H -2.24543 1.08821 2.26607
H -2.56375 2.59735 1.56922
H 0.41599 1.70571 -0.85150
*
```

## Properties
frontier orbital gap	9.925	eV
lowest unoccupied orbital energy	0.61	eV
HOMO energy	-9.311	eV
energy above the lowest of the compared OMol25 structures with the same formula, charge and spin	55.6	kcal/mol

Atom charges from the Löwdin analysis, given in e for atoms 1 to 5: -0.1732, -0.1046, -0.0782, -0.0721, -0.0335

***

Entry 2:
The following is a quantum chemistry calculation of one molecule with the formula C5H11NS2 in a non-equilibrium geometry, from the Open Molecules 2025 dataset.

ORCA input file:
```
! wB97M-V def2-TZVPD RIJCOSX def2/J DEFGRID3
* xyz 0 1
C 1.09663 -1.46538 1.64291
S -0.51378 -0.71967 1.30139
C -0.13617 0.18381 -0.18812
S 0.30910 -0.76532 -1.64228
C -1.29078 -1.49296 -2.04309
C -0.93339 1.45563 -0.38024
C 0.51710 1.56586 -0.06795
N 0.94385 2.14523 1.16015
H 1.45920 -2.03687 0.79449
H 0.98803 -2.13583 2.49521
H 1.85302 -0.68349 1.86363
H -2.01228 -0.72239 -2.27257
H -1.63058 -2.12663 -1.20698
H -1.16241 -2.11638 -2.90252
H -1.23863 1.68397 -1.40471
H -1.66441 1.72484 0.41155
H 1.17979 1.82594 -0.89095
H 0.33305 1.85203 1.91676
H 1.90263 1.82762 1.41332
*
```

## Properties
frontier orbital gap	9.251	eV
lowest unoccupied orbital energy	0.73	eV
HOMO energy	-8.517	eV
SMILES	CSC1(SC)C[C@H]1N
energy above the lowest of the compared OMol25 structures with the same formula, charge and spin	18.0	kcal/mol

Atom charges from the Löwdin analysis, given in e for atoms 1 to 5: -0.3996, 0.8340, -1.0077, 0.8317, -0.3981

***

Entry 3:
The following is a quantum chemistry calculation of CClNa8O7 as an isolated structure in a non-equilibrium geometry, from the Open Molecules 2025 dataset.

ORCA input file:
```
! wB97M-V def2-TZVPD RIJCOSX def2/J DEFGRID3
* xyz 5 1
Na -0.92391 -1.63821 4.83650
Na 0.38724 3.29034 0.52793
Na 1.90874 0.26524 -1.17650
Na 2.56658 -3.09826 -0.98030
Na 0.22002 1.40333 2.88551
Na 2.05128 -2.12294 2.35787
Na -0.87130 -4.09066 2.52509
Na -1.33167 -1.72411 -1.61102
Cl -0.87442 2.22367 -2.77951
O -0.43158 3.36823 -2.08931
O -2.28281 2.24228 -2.79655
O -0.09452 1.97961 -3.95463
O -0.30571 1.27143 -1.90736
C -0.06517 -0.85543 1.03306
O 0.76875 -1.38960 0.24869
O -0.60498 -1.52394 1.98904
O -0.11653 0.39903 0.89148
*
```

## Properties
frontier orbital gap	3.079	eV
lowest unoccupied orbital energy	-18.17	eV
HOMO energy	-21.252	eV
energy above the lowest of the compared OMol25 structures with the same formula, charge and spin	0.0	kcal/mol

Atom charges from the Löwdin analysis, given in e for atoms 1 to 5: 0.9227, 0.8442, 0.7619, 0.9141, 0.8590

***

Entry 4:
The following is a quantum chemistry calculation of C29H35N3O3RuS as an isolated structure, from the Open Molecules 2025 dataset.

ORCA input file:
```
! wB97M-V def2-TZVPD RIJCOSX def2/J DEFGRID3
* xyz 2 5
Ru 0.17807 -0.94226 -0.16618
C -4.34956 0.47206 0.46602
C -4.02873 -0.48522 -0.63646
C -4.90723 -0.60562 -1.69752
C -4.61013 -1.38905 -2.80272
C -3.39007 -2.08406 -2.89457
C -2.47055 -2.00028 -1.88938
C -1.22665 -2.84690 -1.91638
C -2.79030 -1.22147 -0.71421
N -1.84424 -1.19676 0.25124
C -2.15585 -1.27706 1.62628
O -3.23977 -1.51433 2.08001
C -0.92048 -1.23489 2.48540
C -0.91268 -1.26244 3.86808
C 0.31532 -1.24668 4.51807
C 1.50135 -1.21081 3.78568
C 1.41309 -1.20532 2.40847
N 0.22210 -1.22765 1.80808
C 2.58358 -1.10797 1.46946
O 3.70408 -0.91023 1.85246
N 2.19676 -1.15428 0.10252
C 3.13211 -1.34990 -0.86038
C 4.28717 -2.17714 -0.65437
C 4.44312 -3.08697 0.52741
C 5.24419 -2.20995 -1.64951
C 5.08432 -1.50353 -2.83376
C 3.91084 -0.77785 -3.07730
C 2.92426 -0.70787 -2.12887
C 1.71335 0.14070 -2.40037
H -4.92341 1.30481 0.06233
H -3.45981 0.86451 0.95512
H -4.95926 -0.02434 1.22229
H -5.83466 -0.04931 -1.67327
H -5.32252 -1.46114 -3.61347
H -3.19997 -2.71342 -3.75363
H -1.18760 -3.45408 -2.81895
H -1.18622 -3.51424 -1.05283
H -0.28451 -2.25506 -1.93822
H -1.85091 -1.29437 4.40408
H 0.35262 -1.25623 5.59849
H 2.47276 -1.17918 4.25923
H 3.49606 -3.30041 1.01996
H 5.12198 -2.66011 1.26630
H 4.86412 -4.03257 0.18973
H 6.11906 -2.83135 -1.51249
H 5.85678 -1.53807 -3.58969
H 3.78976 -0.26066 -4.01966
H 1.56552 0.27084 -3.47164
H 1.78277 1.12725 -1.93950
H 0.76203 -0.32877 -2.05677
C -3.01375 2.88385 -1.15698
C -1.63051 2.45770 -1.63672
C -0.51461 2.93563 -0.70263
S -0.04925 1.65513 0.46920
O -1.12814 1.50186 1.48472
C 1.41746 2.38043 1.26929
C 1.08868 3.06446 2.59356
C 0.36351 4.39447 2.45047
H -3.79704 2.42717 -1.76124
H -3.12827 3.96504 -1.23061
H -3.16863 2.60307 -0.11404
H -1.43927 2.85529 -2.63450
H -1.58672 1.36398 -1.73373
H -0.83135 3.77914 -0.08604
H 0.39639 3.21803 -1.23096
H 1.86340 3.06530 0.54696
H 2.11748 1.55689 1.41659
H 2.03840 3.20408 3.11396
H 0.49177 2.38182 3.20194
H 0.87924 5.05952 1.75593
H 0.31110 4.90124 3.41223
H -0.66194 4.25557 2.10795
*
```

## Properties
frontier orbital gap (alpha / beta)	7.872 / 5.859	eV
lowest unoccupied orbital energy (alpha / beta)	-6.36 / -8.63	eV
HOMO energy (alpha / beta)	-14.229 / -14.493	eV

Atom charges from the Löwdin analysis, given in e for atoms 1 to 5: 1.1382, -0.0312, -0.1364, -0.0010, 0.0231

***

Entry 5:
The following is a quantum chemistry calculation of C31H41Cl2N3O2SSe2Tl as an isolated structure in a non-equilibrium geometry, from the Open Molecules 2025 dataset.

ORCA input file:
```
! wB97M-V def2-TZVPD RIJCOSX def2/J DEFGRID3
* xyz 3 1
Tl -0.60446 0.06422 0.46222
C -1.92993 3.11619 4.51856
Se -0.95979 2.79248 2.76648
C 0.83508 2.44278 3.35208
C 1.79736 3.48488 2.88434
Se 3.61280 2.62405 2.61901
C 4.19839 4.13632 1.50686
H -1.20174 3.15748 5.30335
H -2.65161 2.29868 4.58049
H -2.36261 4.11681 4.31658
H 1.18066 1.46321 2.93407
H 0.76736 2.31633 4.45365
H 1.99975 4.21784 3.68872
H 1.56449 3.91979 1.90307
H 4.31684 5.06050 2.14148
H 3.48284 4.38915 0.76735
H 5.14815 3.89453 1.02050
C -4.40366 0.18331 1.67251
C -4.33969 1.10046 0.45915
C -4.99598 2.34644 0.57952
C -5.11629 3.18714 -0.55571
C -4.48264 2.77534 -1.73772
C -3.70932 1.56016 -1.85015
C -2.85670 1.46073 -3.08114
C -3.70274 0.66482 -0.76280
N -2.85909 -0.48130 -0.72032
C -2.90321 -1.44808 -1.57360
C -4.21101 -2.00537 -2.09495
C -1.67917 -2.23940 -1.92485
C -1.60394 -2.79926 -3.31728
N -0.75387 -2.34178 -0.98103
C 0.32573 -3.20441 -1.17019
C 0.32001 -4.53855 -0.64838
C -0.94808 -4.99858 0.00626
C 1.36315 -5.46797 -0.99747
C 2.43564 -5.04837 -1.79435
C 2.45608 -3.75772 -2.32003
C 1.46393 -2.86056 -2.00176
C 1.61416 -1.47031 -2.55335
H -5.24874 -0.48147 1.74881
H -4.30406 0.79612 2.63508
H -3.53294 -0.49219 1.65676
H -5.49094 2.50574 1.53132
H -5.73873 4.08097 -0.60194
H -4.73118 3.32157 -2.67226
H -3.09331 2.27752 -3.77684
H -2.92022 0.46950 -3.65708
H -1.81543 1.60367 -2.81196
H -4.99229 -1.45398 -1.57677
H -4.25758 -3.13506 -1.91656
H -4.33296 -1.82824 -3.17501
H -2.08942 -2.06288 -3.96066
H -2.09850 -3.76692 -3.36718
H -0.56116 -2.93662 -3.57704
H -1.23518 -4.34645 0.84079
H -0.86604 -6.02722 0.38631
H -1.79458 -4.95715 -0.68019
H 1.36803 -6.41924 -0.48431
H 3.24052 -5.72138 -2.00088
H 3.25873 -3.45019 -2.98585
H 2.44779 -0.94074 -2.08352
H 0.75173 -0.85456 -2.31991
H 1.81831 -1.39973 -3.62807
Cl 3.50765 -0.62658 3.81359
C 4.43258 -0.66832 2.37087
C 5.67571 -1.32204 2.50474
C 6.63754 -1.30266 1.48761
C 6.39786 -0.58095 0.34799
C 5.24116 0.23237 0.24593
Cl 5.07101 1.23834 -1.19371
C 4.17266 0.13371 1.24507
S 2.75763 1.15665 0.98315
H 5.87517 -1.90570 3.43308
H 7.53618 -1.91111 1.58798
H 7.06803 -0.60277 -0.51735
C 0.74659 3.08123 -1.81113
O 0.32254 2.79294 -0.44562
H 1.77842 3.51006 -1.74285
H 0.06342 3.77688 -2.32266
H 0.86011 2.12694 -2.30600
H -0.31783 3.46037 -0.12555
O -0.89573 -1.30154 3.52949
N -1.31946 -0.18087 3.54111
*
```

## Properties
frontier orbital gap (alpha / beta)	2.483 / 2.521	eV
lowest unoccupied orbital energy (alpha / beta)	-12.49 / -12.51	eV
HOMO energy (alpha / beta)	-14.968 / -15.026	eV
energy above the lowest of the compared OMol25 structures with the same formula, charge and spin	4.7	kcal/mol

Atom charges from the Löwdin analysis, given in e for atoms 1 to 5: 0.8786, -0.2429, 0.9891, -0.6241, -0.4320

***

Entry 6:
The following is a quantum chemistry calculation of C14H21N2O5PdS as an isolated structure, from the Open Molecules 2025 dataset.

ORCA input file:
```
! wB97M-V def2-TZVPD RIJCOSX def2/J DEFGRID3
* xyz -1 1
Pd -1.04230 -1.12138 0.25589
C 2.03351 -1.11705 -1.30730
O 1.73890 -0.21016 -0.26671
C 1.55632 1.10122 -0.75130
C 1.19748 1.99050 0.42507
O -0.04413 1.67606 1.01386
C -1.14201 2.12555 0.23076
H 3.02616 -0.90926 -1.73101
H 1.27560 -1.07097 -2.09487
H 2.03616 -2.11650 -0.87141
H 0.78854 1.10938 -1.53140
H 2.49362 1.47935 -1.19433
H 1.21439 3.04176 0.09956
H 1.95134 1.86653 1.20562
H -1.13496 3.22179 0.14708
H -2.04592 1.81451 0.74707
H -1.16572 1.68160 -0.76778
N -0.82659 -3.02051 2.56488
C -1.59301 -3.11847 3.66940
C -1.60603 -1.87283 4.26089
C -0.82450 -1.07709 3.40214
N -0.36350 -1.77630 2.37767
H -0.78298 -3.64930 1.77652
H -2.06723 -4.04546 3.94257
H -2.11142 -1.58167 5.16473
H -0.57878 -0.02878 3.46603
C -2.77638 -5.54993 0.55609
C -2.49973 -4.20707 -0.07088
C -1.41032 -4.01968 -0.92702
C -1.19081 -2.79970 -1.56582
C -2.10146 -1.72537 -1.40485
C -3.09960 -1.86607 -0.40397
C -3.30557 -3.11315 0.21107
S -2.23618 -0.44788 -2.64642
O -3.00760 0.61231 -2.01544
O -2.92097 -1.11656 -3.74500
O -0.86495 -0.06804 -2.96375
H -1.99253 -6.27068 0.31488
H -3.72280 -5.97370 0.21102
H -2.84231 -5.48270 1.64690
H -0.74128 -4.85104 -1.12977
H -0.40511 -2.70140 -2.30291
H -3.81819 -1.06642 -0.28705
H -4.13121 -3.22478 0.90841
*
```

## Properties
frontier orbital gap	6.934	eV
lowest unoccupied orbital energy	2.86	eV
HOMO energy	-4.073	eV
energy above the lowest of the compared OMol25 structures with the same formula, charge and spin	8.6	kcal/mol

Atom charges from the Löwdin analysis, given in e for atoms 1 to 5: 0.5661, -0.1226, -0.2080, -0.2235, -0.2144

***

Entry 7:
The following is a quantum chemistry calculation of an isolated ion of composition C4H6NS and charge +1 in a non-equilibrium geometry, from the Open Molecules 2025 dataset.

ORCA input file:
```
! wB97M-V def2-TZVPD RIJCOSX def2/J DEFGRID3
* xyz 1 1
C 0.61437 -0.28243 -1.65762
C 0.51803 1.16554 -1.01492
C 0.21979 -0.02788 -0.30891
N -0.44992 -0.44543 0.67638
C -0.85977 -0.40183 1.99647
S -0.64268 -2.21696 1.61133
H 1.56321 -0.55306 -1.89498
H -0.00113 -0.65452 -2.42647
H -0.17948 1.81087 -1.39736
H 1.31799 1.83469 -0.78602
H -0.13149 -0.04340 2.87862
H -1.96892 -0.18559 2.32347
*
```

## Properties
frontier orbital gap	8.500	eV
lowest unoccupied orbital energy	-5.94	eV
HOMO energy	-14.440	eV
SMILES	C1CC1=[N+]1CS1
energy above the lowest of the compared OMol25 structures with the same formula, charge and spin	91.8	kcal/mol

Atom charges from the Löwdin analysis, given in e for atoms 1 to 5: 0.0609, 0.0418, -0.2101, -0.1087, -0.4305

***

Entry 8:
The following is a quantum chemistry calculation of C25H34BrN2O2SbSr as an isolated structure, from the Open Molecules 2025 dataset.

ORCA input file:
```
! wB97M-V def2-TZVPD RIJCOSX def2/J DEFGRID3
* xyz 0 1
Sr -0.11457 -0.04576 -0.55561
C -2.77027 -0.89978 2.95122
C -1.36762 -0.44006 2.67466
O -0.71063 -0.87558 1.73251
N -0.85482 0.48305 3.50969
C 0.31317 1.26215 3.13794
C -0.08402 2.53735 2.42952
C 0.50612 3.75055 2.74972
C 0.07772 4.89466 2.09596
C -0.93456 4.78559 1.15929
C -1.46635 3.52924 0.90734
N -1.04823 2.42154 1.51468
H -2.95533 -1.82795 2.41929
H -3.45980 -0.14424 2.56930
H -2.94780 -1.02990 4.01868
H -1.48745 0.88743 4.18119
H 0.92752 0.66497 2.46336
H 0.89746 1.48392 4.03060
H 1.28353 3.79359 3.50148
H 0.52109 5.85555 2.32299
H -1.31195 5.64972 0.63066
H -2.25831 3.40354 0.18003
Br -1.63363 2.10859 -2.43428
C -3.37768 1.31543 -2.57021
C -4.31658 2.03670 -3.24370
C -5.61815 1.50695 -3.37447
C -5.91430 0.29220 -2.83158
C -4.93452 -0.45532 -2.13125
C -5.25165 -1.71570 -1.56894
C -4.29772 -2.41533 -0.89104
C -2.99482 -1.87991 -0.74639
C -2.58860 -0.66515 -1.26617
C -3.60927 0.04543 -1.97483
H -4.06960 2.99760 -3.67317
H -6.37048 2.07316 -3.90799
H -6.91108 -0.12305 -2.92864
H -6.25590 -2.10569 -1.68955
H -4.53880 -3.38255 -0.46238
H -2.28828 -2.48548 -0.17438
C 2.48425 2.32046 -0.04044
O 1.67133 1.20705 0.03735
H 3.35550 2.26114 0.63700
H 1.95339 3.25025 0.22482
H 2.89287 2.47841 -1.05422
C 5.02716 -3.43506 -2.16823
C 3.66034 -2.97113 -2.65860
Sb 2.79254 -1.23668 -1.68632
C 1.89648 -2.33462 -0.02456
C 2.61807 -3.58927 0.45836
C 4.51681 -0.41738 -0.68624
C 4.38911 -0.32752 0.83100
H 5.32517 -4.36468 -2.65918
H 5.03883 -3.61242 -1.09210
H 5.79980 -2.69633 -2.38468
H 2.91525 -3.76318 -2.54992
H 3.69853 -2.73725 -3.72360
H 0.88982 -2.63227 -0.34614
H 1.78171 -1.62333 0.79886
H 2.71617 -4.32723 -0.33840
H 2.06827 -4.06181 1.27574
H 3.61963 -3.36426 0.82247
H 4.62872 0.58200 -1.10626
H 5.39237 -0.99657 -0.97936
H 3.46758 0.18762 1.10682
H 5.22887 0.22965 1.25324
H 4.38765 -1.31303 1.29705
*
```

## Properties
frontier orbital gap	7.822	eV
lowest unoccupied orbital energy	0.52	eV
HOMO energy	-7.300	eV
energy above the lowest of the compared OMol25 structures with the same formula, charge and spin	1.7	kcal/mol

Atom charges from the Löwdin analysis, given in e for atoms 1 to 5: 1.1870, 0.0235, -0.5196, -0.1092, 0.0791